Entry 1:
Density functional theory data (the ωB97M-V functional and the def2-TZVPD basis) for C44H44N5O4P2Ti as an isolated structure at a distorted geometry.

As for the strongest force on any atom: 2.03 eV/Å. As for the lowest unoccupied orbital energy: -2.9 eV. Its energy relative to the best compared isomer or geometry (same formula, charge and spin) is 0.9557 eV. The calculation puts the HOMO energy at -9.91 eV. The spin multiplicity is 1. Its net charge is +1.

Geometry (Å):
Ti: -0.27 -0.19 1.24
C: 1.97 -2.30 4.09
C: 0.73 -1.87 3.35
O: 0.83 -0.88 2.51
C: -0.48 -2.47 3.64
C: -1.71 -1.90 3.26
C: -2.98 -2.42 3.87
N: -1.72 -0.84 2.49
N: -2.86 -0.10 2.41
C: -2.62 1.04 1.82
O: -1.42 1.30 1.37
C: -3.72 2.01 1.70
C: -3.48 3.35 1.41
C: -4.54 4.24 1.30
C: -5.84 3.81 1.48
C: -6.08 2.48 1.80
C: -5.04 1.59 1.91
H: 2.13 -1.61 4.92
H: 2.85 -2.26 3.45
H: 1.85 -3.30 4.50
H: -0.49 -3.32 4.31
H: -2.78 -3.29 4.49
H: -3.67 -2.70 3.08
H: -3.45 -1.65 4.46
H: -2.47 3.69 1.28
H: -4.33 5.28 1.06
H: -6.66 4.51 1.39
H: -7.10 2.14 1.97
H: -5.22 0.55 2.15
C: 1.22 -3.12 0.61
P: 2.03 -1.57 -0.12
C: 2.40 -2.33 -1.75
C: 3.00 -3.58 -1.86
C: 3.27 -4.12 -3.10
C: 2.98 -3.41 -4.25
C: 2.42 -2.15 -4.15
C: 2.13 -1.61 -2.91
C: 3.76 -1.41 0.52
C: 3.91 -0.71 1.72
C: 5.17 -0.38 2.21
C: 6.30 -0.71 1.48
C: 6.16 -1.36 0.26
C: 4.90 -1.71 -0.21
C: -0.19 -2.96 0.16
C: -0.99 -3.81 -0.57
C: -2.09 -3.05 -1.04
C: -1.92 -1.77 -0.59
C: -2.56 -0.47 -0.98
P: -1.11 0.70 -1.16
C: -0.68 0.46 -2.93
C: -0.03 1.51 -3.58
C: 0.35 1.40 -4.90
C: 0.10 0.22 -5.59
C: -0.52 -0.83 -4.95
C: -0.90 -0.72 -3.62
C: -1.88 2.35 -1.34
C: -3.10 2.56 -1.97
C: -3.58 3.85 -2.13
C: -2.84 4.93 -1.67
C: -1.62 4.73 -1.05
C: -1.14 3.44 -0.88
N: -0.77 -1.71 0.17
H: 1.33 -3.19 1.69
H: 1.63 -4.04 0.17
H: 3.27 -4.13 -0.97
H: 3.73 -5.10 -3.17
H: 3.21 -3.84 -5.22
H: 2.20 -1.59 -5.05
H: 1.69 -0.63 -2.83
H: 3.02 -0.40 2.26
H: 5.26 0.14 3.15
H: 7.28 -0.45 1.85
H: 7.03 -1.61 -0.32
H: 4.82 -2.20 -1.17
H: -0.79 -4.85 -0.76
H: -2.89 -3.41 -1.67
H: -3.25 -0.07 -0.22
H: -3.11 -0.59 -1.92
H: 0.16 2.43 -3.04
H: 0.84 2.23 -5.40
H: 0.40 0.13 -6.63
H: -0.72 -1.75 -5.49
H: -1.36 -1.57 -3.13
H: -3.67 1.72 -2.34
H: -4.52 4.01 -2.63
H: -3.22 5.94 -1.80
H: -1.04 5.57 -0.70
H: -0.20 3.26 -0.37
C: 3.23 2.51 -0.23
O: 2.78 2.79 1.10
C: 1.77 2.05 1.54
O: 1.21 1.20 0.86
N: 1.44 2.36 2.81
N: 0.42 1.66 3.46
H: 3.91 3.32 -0.50
H: 2.39 2.47 -0.92
H: 3.76 1.55 -0.25
H: 1.96 3.08 3.29
H: -0.33 2.28 3.75
H: 0.78 1.16 4.27

Entry 2:
Density functional theory data (the ωB97M-V functional and the def2-TZVPD basis) for C25H38FN4O5PS5SbW as an isolated structure at a distorted geometry.

As for the strongest force on any atom: 1.12 eV/Å. As for the lowest unoccupied orbital energy (alpha / beta): -0.5 / -0.6 eV. Its energy relative to the best compared isomer or geometry (same formula, charge and spin) is 1.9360 eV. The calculation puts the HOMO energy (alpha / beta) at -6.76 / -6.90 eV. The spin multiplicity is 2. Its net charge is 0.

Geometry (Å):
W: -0.38 0.49 -0.30
O: -0.05 -2.09 -4.08
C: -0.30 -1.14 -5.03
C: -0.35 -1.50 -6.38
C: -0.55 -0.56 -7.36
C: -0.70 0.78 -7.02
C: -0.65 1.14 -5.69
C: -0.46 0.20 -4.67
C: -0.46 0.67 -3.26
O: -0.47 -0.19 -2.31
N: -0.41 1.95 -3.05
N: -0.48 2.26 -1.69
C: -0.60 3.55 -1.55
S: -0.54 4.55 -2.99
C: -0.40 6.10 -2.08
C: -1.25 5.97 -0.85
S: -0.83 4.40 -0.06
H: -0.08 -2.95 -4.51
H: -0.22 -2.55 -6.64
H: -0.59 -0.87 -8.40
H: -0.86 1.53 -7.78
H: -0.78 2.18 -5.40
H: -0.74 6.90 -2.74
H: 0.65 6.28 -1.82
H: -2.31 5.97 -1.09
H: -1.06 6.76 -0.12
N: 1.73 0.66 -1.18
C: 2.63 -0.41 -0.68
C: 1.88 -1.71 -0.79
N: 0.57 -1.56 -0.13
H: 1.65 0.56 -2.18
H: 2.14 1.57 -0.98
H: 2.83 -0.21 0.37
H: 3.58 -0.41 -1.21
H: 2.46 -2.52 -0.33
H: 1.69 -1.97 -1.83
H: 0.54 -1.88 0.83
H: -0.14 -2.11 -0.63
S: -5.71 0.13 0.15
Sb: -3.79 0.52 -0.89
S: -2.01 1.59 0.85
S: -2.19 -1.22 -0.21
C: 1.10 -3.73 6.46
C: 1.70 -3.59 5.08
O: 0.76 -3.02 4.17
P: 0.96 -1.47 3.73
O: 0.58 -0.80 5.17
C: 0.73 0.62 5.33
C: -0.61 1.32 5.21
O: -0.35 -1.24 2.84
C: -1.73 -1.36 3.30
C: -2.25 -2.77 3.15
H: 1.80 -4.23 7.13
H: 0.19 -4.32 6.41
H: 0.85 -2.75 6.87
H: 1.98 -4.56 4.68
H: 2.61 -2.97 5.12
H: 1.43 1.01 4.59
H: 1.16 0.78 6.32
H: -1.01 1.23 4.20
H: -0.49 2.38 5.43
H: -1.33 0.90 5.91
H: -2.29 -0.67 2.66
H: -1.78 -1.02 4.34
H: -2.18 -3.08 2.10
H: -3.31 -2.79 3.42
H: -1.71 -3.47 3.78
F: 6.24 3.18 1.24
C: 4.95 2.80 1.26
C: 4.58 1.69 2.00
C: 3.25 1.31 2.01
C: 2.27 2.01 1.30
C: 0.82 1.62 1.32
C: 2.69 3.13 0.58
C: 4.02 3.53 0.55
H: 5.33 1.14 2.55
H: 2.96 0.42 2.57
H: 0.26 2.54 1.45
H: 0.61 1.04 2.22
H: 1.95 3.72 0.05
H: 4.34 4.41 0.00